[1]
{
  "formula": "C4H13BN2",
  "method": "wB97M-V/def2-TZVPD",
  "species": ["B", "C", "C", "C", "C", "N", "N", "H", "H", "H", "H", "H", "H", "H", "H", "H", "H", "H", "H", "H"],
  "coordinates": [[-0.53921, -0.45198, -0.73974], [-1.06620, -1.84078, -1.26938], [2.16221, -1.16930, 2.03632], [-1.17143, 1.84805, -1.79486], [-0.13501, 1.65065, 0.50603], [0.84317, -0.85475, 1.87486], [-0.55693, 0.94739, -0.69982], [-1.35286, -1.87290, -2.31802], [-1.87656, -2.16796, -0.60009], [-0.19102, -2.53935, -1.06577], [2.36088, -2.19287, 1.66182], [2.70977, -0.47525, 1.50448], [2.54252, -1.16758, 3.06024], [-0.59636, 1.86932, -2.74652], [-2.23368, 1.68890, -2.05012], [-1.26269, 2.92404, -1.46436], [0.12839, 0.88769, 1.11215], [0.85380, 2.15133, 0.37403], [-0.95772, 2.44106, 0.89286], [0.33895, -1.67570, 1.72587]],
  "atomic_forces_ev_per_a": [[0.1, 1.1, 1.2], [1.7, 0.2, 0.8], [1.3, -2.7, 0.1], [0.0, 0.9, 0.3], [-0.8, 3.8, -1.4], [-2.8, 2.1, -0.2], [-1.5, -0.1, -2.2], [-0.1, -0.1, -0.1], [0.1, 0.1, -0.3], [-1.2, 0.6, -0.5], [0.6, 0.3, 0.0], [1.9, 1.4, -1.1], [-0.2, 0.2, 0.5], [-0.2, -0.3, 0.8], [0.4, -0.9, 0.3], [0.8, -1.2, 0.1], [0.2, -2.0, 3.0], [-0.8, 0.3, -0.4], [1.9, -2.0, -0.8], [-1.3, -1.6, 0.0]],
  "de_lowest_kcal_mol": 121.1,
  "lumo_energy_ev": [0.50, 0.36],
  "homo_lumo_gap_ha": [0.3111, 0.2335],
  "e_tot_ev": -8010.795,
  "homo_ev": [-7.97, -6.00]
}



[2]
{
  "formula": "C17H31AsN2O3S3Zn",
  "method": "wB97M-V/def2-TZVPD",
  "species": ["Zn", "C", "O", "C", "C", "O", "C", "C", "O", "C", "H", "H", "H", "H", "H", "H", "H", "H", "H", "H", "H", "H", "H", "H", "C", "C", "N", "C", "C", "S", "C", "C", "S", "C", "N", "C", "H", "H", "H", "H", "H", "H", "H", "H", "C", "As", "C", "C", "S", "H", "H", "H", "H", "H", "H", "H", "H", "H"],
  "coordinates": [[-0.05007, -0.78945, -0.26742], [2.42556, 1.78119, 1.60563], [1.26075, 0.96407, 1.62345], [1.07195, 0.39098, 2.91024], [-0.12132, -0.53253, 2.87526], [-0.01026, -1.51203, 1.84274], [0.99708, -2.49489, 2.08450], [2.22748, -2.21552, 1.23888], [1.77716, -1.77861, -0.04077], [2.83519, -1.65004, -0.98833], [2.31243, 2.62983, 2.28690], [2.56908, 2.15171, 0.59297], [3.30670, 1.20567, 1.90520], [0.88581, 1.17363, 3.66027], [1.98510, -0.13825, 3.22346], [-1.05090, 0.00206, 2.67039], [-0.21658, -1.04368, 3.83747], [0.55608, -3.46243, 1.82678], [1.25986, -2.52399, 3.14575], [2.80801, -3.13816, 1.12370], [2.88337, -1.44606, 1.67143], [3.31943, -2.61805, -1.13192], [3.56573, -0.91567, -0.63546], [2.38653, -1.32302, -1.92061], [-1.06018, -4.48318, -0.33984], [-1.52209, -3.46070, -1.30978], [-0.96735, -2.28567, -1.47774], [-1.53946, -1.61275, -2.53425], [-2.56404, -2.26833, -3.13679], [-2.80389, -3.78413, -2.38881], [-0.88465, -0.37841, -2.95868], [-1.16762, 0.38141, -4.04737], [-0.01541, 1.63513, -4.20430], [0.78028, 1.08723, -2.79971], [0.21796, 0.04330, -2.23839], [2.05926, 1.68932, -2.34046], [-0.15384, -4.13252, 0.14642], [-0.81923, -5.40604, -0.86683], [-1.82256, -4.70892, 0.40493], [-3.15350, -1.96070, -3.97849], [-1.95318, 0.25158, -4.76381], [2.89748, 1.17368, -2.80919], [2.15549, 1.57978, -1.26046], [2.12716, 2.74334, -2.60230], [-3.70973, 3.16737, 0.11898], [-2.02753, 2.40160, 0.62791], [-0.65020, 3.36958, -0.29410], [-1.78298, 2.77760, 2.49678], [-2.13202, 0.32051, 0.19504], [-3.69207, 4.24192, 0.30478], [-4.49930, 2.70044, 0.70745], [-3.87898, 2.96945, -0.93861], [-0.61999, 4.38488, 0.10441], [-0.88185, 3.39937, -1.35824], [0.30473, 2.88115, -0.12369], [-1.99768, 3.83522, 2.66548], [-0.75399, 2.56294, 2.77900], [-2.47322, 2.16778, 3.08013]],
  "atomic_forces_ev_per_a": [[-0.1, 0.0, 0.2], [0.0, 0.1, 0.1], [-0.1, -0.1, 0.0], [0.0, 0.1, 0.1], [-0.1, 0.1, 0.2], [0.1, -0.1, -0.1], [0.0, -0.2, 0.0], [0.2, 0.0, 0.2], [-0.1, 0.0, 0.0], [0.2, -0.1, -0.1], [0.0, 0.0, 0.0], [0.0, 0.0, 0.1], [0.0, 0.0, 0.0], [0.1, -0.1, -0.1], [-0.1, 0.1, -0.1], [0.2, 0.0, 0.0], [0.0, 0.1, 0.0], [0.1, 0.2, 0.1], [0.0, 0.0, -0.1], [0.0, 0.1, 0.0], [-0.2, -0.1, -0.1], [0.0, 0.1, 0.0], [0.0, -0.1, 0.0], [0.0, 0.0, 0.0], [0.1, -0.1, 0.1], [-0.1, -0.2, 0.1], [-0.2, 0.0, 0.2], [-0.2, -0.1, -0.4], [0.1, 0.0, 0.1], [0.1, 0.2, 0.0], [-0.1, 0.2, -0.3], [0.2, 0.0, 0.2], [-0.1, -0.2, 0.1], [0.1, 0.0, 0.0], [-0.1, 0.2, 0.0], [0.0, 0.1, 0.2], [-0.1, 0.0, 0.0], [0.0, 0.0, 0.0], [0.0, 0.0, 0.0], [-0.1, 0.1, -0.1], [-0.2, 0.0, -0.2], [0.1, 0.0, 0.0], [0.0, 0.0, -0.1], [0.0, 0.0, 0.0], [0.0, 0.0, 0.0], [0.0, 0.1, 0.1], [0.0, 0.0, -0.1], [-0.1, 0.0, 0.0], [0.0, -0.1, -0.1], [0.0, -0.1, 0.0], [0.0, 0.0, 0.0], [0.0, 0.0, 0.0], [0.0, 0.0, 0.0], [0.0, 0.0, 0.0], [0.0, 0.0, 0.0], [0.0, -0.1, 0.0], [0.0, 0.0, 0.0], [0.0, 0.0, 0.0]],
  "de_lowest_kcal_mol": 0.0,
  "lumo_energy_ev": -5.05,
  "homo_lumo_gap_ha": 0.3319,
  "e_tot_ev": -169005.002,
  "homo_ev": -14.08,
  "total_charge": 2
}



[3]
{
  "formula": "C8H16AlBr4ClFO6P",
  "method": "wB97M-V/def2-TZVPD",
  "species": ["O", "C", "O", "P", "C", "C", "C", "C", "C", "C", "H", "H", "H", "H", "H", "H", "H", "H", "O", "H", "O", "H", "H", "O", "H", "H", "H", "F", "Al", "C", "Br", "Br", "Br", "H", "O", "H", "Cl", "Br"],
  "coordinates": [[-1.42132, 1.59775, -0.61496], [-1.38860, 0.74628, 0.22358], [-2.22904, 0.88791, 1.40397], [-1.48761, 2.01992, 2.36526], [-0.43389, -0.44569, 0.01417], [0.37381, -0.56312, -1.20632], [1.29331, -1.69115, -1.35142], [1.39627, -2.71863, -0.31811], [0.56208, -2.59512, 0.88628], [-0.36550, -1.47756, 1.09310], [-0.27212, 2.49143, 1.78879], [-1.20922, 1.52782, 3.67285], [-2.35966, 3.14153, 2.45158], [0.30721, 0.18779, -2.03086], [1.90888, -1.72511, -2.29734], [2.10492, -3.57421, -0.41381], [0.58397, -3.35388, 1.71001], [-0.99686, -1.42661, 2.01858], [3.34793, -0.77054, -3.55978], [3.82587, 0.05763, -3.45736], [-0.80387, -2.81640, 3.65895], [-1.74719, -3.03133, 3.75873], [-0.40254, -2.99163, 4.61069], [5.42905, 0.52636, -5.20350], [5.24843, 0.53858, -6.20005], [6.37782, 0.63065, -5.00928], [5.06939, -0.29048, -4.77781], [3.97999, 0.15171, -7.30932], [-0.51112, -0.97578, 4.28987], [-5.83616, 3.69385, 1.60381], [-7.16515, 4.50499, 0.46950], [-6.52602, 2.15261, 2.54470], [-4.22055, 3.26454, 0.61807], [-5.56680, 4.43137, 2.35428], [6.12809, -1.00860, -2.89679], [5.45897, -1.70046, -2.95907], [-8.76255, 4.88391, 2.31090], [0.30977, -4.28033, 5.75813]],
  "atomic_forces_ev_per_a": [[-0.7, 0.2, 1.2], [2.0, -1.1, -3.5], [2.4, 1.2, 1.8], [-1.3, -0.2, -0.9], [-0.2, -1.6, 1.8], [0.1, -1.3, 1.5], [-1.0, 0.1, 1.0], [-1.6, 2.0, 0.5], [-0.5, 1.2, -0.4], [1.9, -0.1, -2.8], [-0.5, -0.5, 0.2], [-0.2, 0.0, -0.7], [0.3, -0.5, 0.0], [0.0, -0.7, 1.0], [-0.6, 0.0, 1.3], [-0.8, 0.9, 0.0], [0.2, 0.7, -1.1], [0.6, 0.0, -1.6], [1.3, -0.4, 0.1], [-0.3, 0.6, 0.3], [-0.9, 2.5, -0.2], [0.0, -0.5, -0.1], [0.5, -2.6, 0.6], [0.8, 0.5, 0.4], [-2.1, -0.6, -1.5], [-0.3, -0.4, 0.3], [0.0, -0.1, -0.1], [1.5, 0.5, 1.1], [0.3, -0.6, 0.0], [-0.5, 0.2, 0.3], [1.9, -0.6, -1.6], [0.2, 0.1, -0.2], [-0.3, 0.1, -0.2], [-0.1, -0.1, -0.1], [-1.0, 0.6, -0.5], [-0.1, -0.5, 0.1], [-1.4, 0.4, 1.8], [0.2, 0.6, 0.5]],
  "lumo_energy_ev": -5.51,
  "homo_lumo_gap_ha": 0.0362,
  "e_tot_ev": -332119.741,
  "homo_ev": -6.50
}



[4]
{
  "formula": "C2H4O4Tl",
  "method": "wB97M-V/def2-TZVPD",
  "species": ["O", "O", "C", "O", "C", "H", "H", "H", "Tl", "O", "H"],
  "coordinates": [[1.38716, -1.26972, -0.67600], [-0.54572, -2.15615, -1.43118], [0.14311, -1.32544, -0.84204], [-0.47714, -0.22911, -0.25981], [-1.87249, -0.25288, -0.03982], [-2.05603, 0.33399, 0.86719], [-2.38853, 0.20397, -0.89456], [-2.26246, -1.26909, 0.10674], [1.93293, 0.65184, 0.41917], [2.97960, 2.18886, 1.41642], [3.15955, 3.12373, 1.33389]],
  "atomic_forces_ev_per_a": [[-0.5, -2.1, -1.3], [-0.2, 0.2, 0.2], [0.3, -1.1, -0.7], [-0.9, 0.4, 0.5], [-0.1, -0.1, -0.2], [0.0, 0.0, -0.2], [-0.1, -0.1, 0.2], [0.2, 0.2, -0.1], [-0.2, 0.4, 0.4], [1.3, 1.6, 1.2], [0.2, 0.6, 0.1]],
  "de_lowest_kcal_mol": 0.0,
  "lumo_energy_ev": 3.33,
  "homo_lumo_gap_ha": 0.2294,
  "e_tot_ev": -15022.845,
  "homo_ev": -2.91,
  "total_charge": -1
}



[5]
{
  "formula": "C2H7O2",
  "method": "wB97M-V/def2-TZVPD",
  "species": ["O", "H", "H", "H", "C", "C", "O", "H", "H", "H", "H"],
  "coordinates": [[-0.76789, -2.15677, 0.42406], [-0.34947, -3.04402, 0.24361], [-0.43854, 2.38608, -0.55801], [-1.69469, -2.42251, 0.52349], [-0.16614, 1.23248, -0.73315], [0.38747, 0.56831, 0.45663], [1.68663, 0.66725, 0.78555], [-1.26545, 1.00691, -0.76391], [0.35896, 1.01889, -1.59691], [-0.10240, -0.11813, 1.02106], [2.35153, 0.86151, 0.19758]],
  "atomic_forces_ev_per_a": [[0.3, -1.6, -0.3], [-0.3, 1.4, 0.3], [1.7, -1.9, -0.2], [0.1, 0.3, 0.0], [-3.8, 2.1, 3.2], [5.7, 2.9, -2.6], [-6.3, -2.5, 2.5], [1.1, -0.8, -0.5], [1.1, -0.1, -1.9], [-1.7, -1.6, 2.4], [2.3, 1.7, -2.9]],
  "de_lowest_kcal_mol": 40.9,
  "lumo_energy_ev": -6.60,
  "homo_lumo_gap_ha": 0.3400,
  "e_tot_ev": -6273.192,
  "homo_ev": -15.85,
  "total_charge": 1
}



[6]
{
  "formula": "C4H6OS",
  "method": "wB97M-V/def2-TZVPD",
  "species": ["C", "C", "C", "C", "O", "S", "H", "H", "H", "H", "H", "H"],
  "coordinates": [[-1.90184, 1.13166, 0.32593], [2.25369, 0.46635, -1.03849], [2.06039, -0.67327, -0.44511], [-0.67531, 1.15199, 0.89729], [-2.29912, 0.31713, -0.65047], [2.15670, 1.94123, -1.59168], [-2.68614, 1.80745, 0.44435], [-1.79973, -0.48519, -0.55427], [1.88541, -0.58032, 0.63330], [2.06713, -1.61027, -1.01959], [0.04316, 0.32581, 0.73156], [-0.26027, 1.89431, 1.57853]],
  "atomic_forces_ev_per_a": [[2.5, 0.7, 0.6], [-0.9, 1.7, -0.4], [0.3, -0.5, -0.1], [-0.4, -0.8, -0.1], [-0.5, -1.2, -0.4], [0.5, -1.2, 0.2], [-0.7, 1.6, 0.8], [0.5, -0.8, -0.5], [0.2, -0.6, -0.4], [0.0, 0.4, 0.6], [-0.7, 0.6, -0.3], [-0.8, 0.0, -0.1]],
  "de_lowest_kcal_mol": 70.8,
  "lumo_energy_ev": -0.22,
  "smiles": "C=C=S.C=CO",
  "homo_lumo_gap_ha": 0.3133,
  "e_tot_ev": -17125.058,
  "homo_ev": -8.74
}



Number 1: M 99.97 g mol⁻¹. Number 2: M 547.96 g mol⁻¹. Number 3: M 640.23 g mol⁻¹. Number 4: M 296.43 g mol⁻¹. Number 5: M 63.08 g mol⁻¹. Number 6: M 102.16 g mol⁻¹.